[1]
The following is a DFT calculation (the ωB97M-V functional and the def2-TZVPD basis) of 4 unconnected molecules or ions with the total composition C20H39BF3IN2O10P.

Summary:
Highest occupied orbital energy (eV): -3.449
Electronic energy (Ha): -2610.8979
HOMO-LUMO gap (eV): 5.6

Structure (ORCA input):
```
! wB97M-V def2-TZVPD RIJCOSX def2/J DEFGRID3
* xyz -1 1
C -3.09019 -3.17553 1.18649
C -2.45390 -2.68679 -0.12907
C -2.28163 -1.15684 -0.17008
C -3.22588 -0.59306 -1.24260
P -0.44981 -0.54792 -0.16329
C 0.13623 -1.95555 1.04660
C 1.30679 -1.48462 1.90812
C 2.67517 -1.93015 1.39507
C 3.81439 -2.06311 2.43863
N 3.43800 -2.29317 3.83392
B 0.04579 -1.55981 -1.80824
N 1.44161 -1.80129 -2.12194
O -0.84255 -2.08131 -2.78279
C -0.80897 1.09232 -1.22761
I -2.03321 2.55032 -0.14298
C 0.53626 1.78792 -1.54398
C 1.24634 2.51620 -0.40578
H -2.97312 -4.25159 1.29235
H -4.15823 -2.97940 1.12320
H -2.70813 -2.63706 2.04377
H -3.12542 -3.03118 -0.90688
H -1.53446 -3.25297 -0.28050
H -2.68958 -0.79035 0.77038
H -3.64780 0.37095 -0.98775
H -4.09291 -1.23728 -1.35992
H -2.78979 -0.50328 -2.23290
H -0.69184 0.25945 1.05910
H 0.97572 -0.10651 -0.13531
H -0.66878 -2.17473 1.73961
H 0.39223 -2.89822 0.55760
H 1.27228 -0.39227 1.92304
H 1.13267 -1.78777 2.93481
H 2.55414 -2.85134 0.83102
H 2.98921 -1.18124 0.67310
H 4.41994 -2.91583 2.14004
H 4.47278 -1.20757 2.35447
H 2.99417 -1.45711 4.19155
H 2.77593 -3.05748 3.86667
H 2.03596 -1.70438 -1.30315
H 1.51465 -2.76578 -2.44136
H -0.72939 -1.56615 -3.60020
H -1.23811 0.92441 -2.21204
H 0.32172 2.53007 -2.31364
H 1.20350 1.05953 -1.99505
H 1.01686 3.57351 -0.37043
H 1.06974 2.03455 0.54550
H 2.31990 2.43859 -0.57564
C 8.19066 -1.69037 3.07183
C 8.05961 -1.18607 1.65293
O 7.95887 0.21541 1.83661
C 8.60948 0.52871 2.99372
O 8.93099 1.62120 3.31652
O 8.85194 -0.59478 3.71575
F 6.93975 -1.65012 1.05849
H 7.21177 -1.84918 3.52710
H 8.78176 -2.59839 3.15464
H 8.91682 -1.40125 1.01211
C -8.18884 -1.78947 -3.66121
C -7.94192 -1.70968 -2.17252
O -6.62327 -1.21418 -2.10591
C -6.39444 -0.47784 -3.23517
O -5.49864 0.27163 -3.39445
O -7.37314 -0.72734 -4.15551
F -7.99706 -2.92910 -1.58073
H -7.84134 -2.74016 -4.06842
H -9.22962 -1.63555 -3.93519
H -8.60866 -1.03001 -1.63872
C -0.42271 6.77800 0.58871
C -1.63543 6.38898 -0.22041
O -1.65604 7.38763 -1.23533
C -0.37675 7.80986 -1.42054
O -0.00322 8.45946 -2.34010
O 0.41374 7.38737 -0.40335
F -2.77768 6.47279 0.50516
H -0.67214 7.51569 1.35336
H 0.07410 5.92785 1.04861
H -1.56686 5.39968 -0.66989
*
```

=====

[2]
The following is a DFT calculation (the ωB97M-V functional and the def2-TZVPD basis) of a molecular structure, C34H50IrN3OP2.

Summary:
Highest occupied orbital energy (spin up / spin down) (eV): -16.209 / -16.634
Electronic energy (Ha): -2351.3018
Energy relative to the best compared isomer or geometry (same formula, charge and spin) (kcal per mole): 11.31
<S²>: 0.83
HOMO-LUMO gap (spin up / spin down) (eV): 6.5 / 5.7

Structure (ORCA input):
```
! wB97M-V def2-TZVPD RIJCOSX def2/J DEFGRID3
* xyz 3 2
Ir -0.51907 0.08460 -0.08768
C 0.67777 2.16782 -3.31414
C -0.46296 1.17464 -3.55599
C -0.50649 0.77398 -5.03275
P -0.32084 -0.24410 -2.40253
C -1.24475 -1.67858 -3.08368
C -1.00711 -2.93684 -2.24528
C -2.73865 -1.43732 -3.31315
C 1.39163 -0.82925 -2.38754
C 2.01932 -1.40276 -3.47041
C 3.28606 -2.00614 -3.34614
C 3.97139 -2.59614 -4.53192
C 3.86193 -2.07265 -2.06848
C 3.26327 -1.49486 -0.97673
C 2.04508 -0.79487 -1.13130
N 1.41418 -0.14469 -0.07880
C 2.20093 0.21525 1.05535
C 3.52761 0.61859 0.92382
C 4.29510 0.82306 2.05607
C 3.78001 0.59395 3.33010
C 4.63266 0.76738 4.55097
C 2.42664 0.25881 3.44290
C 1.61199 0.12796 2.32590
P -0.19006 -0.11753 2.33637
C -1.03254 1.01208 3.52886
C -1.42581 2.34284 2.88719
C -0.30416 1.26900 4.84960
C -0.56105 -1.84761 2.82247
C -0.44179 -2.14612 4.31499
C 0.30084 -2.80289 1.99365
H 0.46497 3.10737 -3.82284
H 1.60829 1.77465 -3.72518
H 0.85425 2.38804 -2.26082
H -1.42241 1.63673 -3.29058
H 0.43699 0.32958 -5.35067
H -0.65012 1.67143 -5.63469
H -1.31679 0.08915 -5.27461
H -0.77636 -1.81919 -4.06429
H -1.47436 -2.84704 -1.26337
H 0.05167 -3.16018 -2.11048
H -1.45575 -3.79269 -2.74969
H -3.30314 -1.59081 -2.39155
H -3.10872 -2.16714 -4.03303
H -2.97090 -0.45190 -3.72019
H 1.53398 -1.42922 -4.43796
H 3.31094 -2.65746 -5.39339
H 4.35380 -3.59195 -4.30451
H 4.83218 -1.97912 -4.80406
H 4.79048 -2.61312 -1.93659
H 3.70757 -1.61446 0.00054
H 3.95183 0.79820 -0.05548
H 5.31948 1.15629 1.95012
H 5.67520 0.53869 4.33999
H 4.29449 0.13192 5.36756
H 4.58553 1.80352 4.89357
H 2.01929 0.11816 4.43284
H -1.94675 0.44189 3.74000
H -0.54942 2.87765 2.51867
H -1.89581 2.97700 3.63845
H -2.13901 2.21741 2.06907
H 0.59133 1.86816 4.69143
H -0.03889 0.36602 5.39331
H -0.96925 1.84897 5.49018
H -1.60302 -1.97452 2.50800
H 0.58183 -2.01589 4.67035
H -0.70580 -3.19036 4.48472
H -1.10620 -1.53951 4.92760
H 1.35581 -2.70878 2.25724
H 0.19824 -2.63809 0.91576
H 0.00384 -3.83244 2.19181
C -4.37674 -1.68776 1.26673
C -3.58301 -0.69177 0.48586
O -2.36488 -0.91514 0.25149
N -4.18849 0.39415 0.02583
C -3.57845 1.19886 -1.02342
C -2.64761 2.28017 -0.54692
C -3.07596 3.58354 -0.38714
C -2.16905 4.58762 -0.08395
C -0.83203 4.24952 0.03979
C -0.46704 2.92738 -0.08839
N -1.34924 1.94550 -0.36472
H -3.74134 -2.50710 1.58636
H -5.18988 -2.07888 0.65397
H -4.82327 -1.20619 2.13908
H -5.15098 0.55780 0.28596
H -4.36515 1.61503 -1.64917
H -3.00156 0.51486 -1.64298
H -4.12283 3.81050 -0.53857
H -2.49840 5.61098 0.03639
H -0.07333 4.99035 0.24889
H 0.55881 2.61597 0.05596
*
```

=====

[3]
The following is a DFT calculation (the ωB97M-V functional and the def2-TZVPD basis) of 2 unconnected molecules or ions with the total composition C7H18NO.

Summary:
Highest occupied orbital energy (eV): -13.052
Electronic energy (Ha): -407.2301
Energy relative to the best compared isomer or geometry (same formula, charge and spin) (kcal per mole): 23.06
HOMO-LUMO gap (eV): 10.1

Structure (ORCA input):
```
! wB97M-V def2-TZVPD RIJCOSX def2/J DEFGRID3
* xyz 1 1
C -0.32113 -1.36520 -2.81707
C -0.12264 -1.13899 -1.32615
C -1.22008 -0.48843 -0.44793
C -1.31660 -0.99208 0.98117
C -0.60265 -0.07385 1.99173
C -1.05180 1.34875 1.89661
C -0.39861 2.44013 1.55438
N 1.16269 -0.24563 -1.10463
H -1.28402 -1.09353 -3.24372
H -0.36949 -2.44434 -3.05579
H 0.56785 -0.97017 -3.32187
H 0.13786 -2.08541 -0.81426
H -1.24098 0.60735 -0.49823
H -2.15091 -0.71710 -0.98410
H -2.37062 -0.94107 1.29184
H -0.91541 -2.00936 1.10674
H -0.78758 -0.37465 3.03993
H 0.45524 -0.28649 1.74208
H -2.08389 1.46278 2.19167
H -0.76149 3.43768 1.72162
H 0.62377 2.48590 1.18981
H 0.74092 0.64338 -0.83746
H 1.65470 -0.05281 -1.97571
H 1.83637 -0.57046 -0.41254
H 2.95110 1.04907 1.41894
H 3.84087 1.43132 0.23566
O 3.02652 0.94318 0.47728
*
```

=====

[4]
The following is a DFT calculation (the ωB97M-V functional and the def2-TZVPD basis) of 4 unconnected molecules or ions with the total composition C24H35F2NO11S4.

Summary:
Highest occupied orbital energy (eV): -10.020
Electronic energy (Ha): -3610.2957
HOMO-LUMO gap (eV): 8.6

Structure (ORCA input):
```
! wB97M-V def2-TZVPD RIJCOSX def2/J DEFGRID3
* xyz 0 1
C 1.96757 -0.51040 3.00577
C 1.71990 0.85964 2.34931
C 0.59971 0.81433 1.30210
C -0.21159 2.10325 1.21669
O -0.69036 2.55428 2.49569
C -1.61951 1.72636 2.98969
C -1.40486 0.87180 3.96217
C -2.56511 0.07887 4.41651
O -2.76836 -0.14147 5.58000
C -3.47832 -0.37056 3.32257
N -4.10638 -1.66302 3.30953
C -3.57117 -2.54625 2.29800
O -4.09280 -3.59763 2.04275
F -2.48798 -2.12161 1.71644
C -4.01275 -2.35028 4.56115
O -4.84401 -2.41596 5.40255
F -2.84447 -2.98089 4.68615
C -3.70715 0.47847 2.34279
S -4.76356 0.16266 0.96658
C -2.99009 1.80034 2.37998
O -3.46949 2.81024 1.95469
H 1.78691 -0.48500 4.06905
H 1.37444 -1.27992 2.53512
H 3.00875 -0.77512 2.87764
H 2.61310 1.22216 1.86871
H 1.44839 1.56298 3.12159
H 1.03759 0.64369 0.32984
H -0.02675 -0.04081 1.50896
H -1.03371 1.93949 0.52873
H 0.35645 2.90918 0.79476
H -0.45360 0.78177 4.44148
H -5.97900 0.24152 1.53566
C -3.78044 -6.49947 3.31194
C -4.92806 -7.41353 3.76084
C -4.51109 -8.85800 3.45335
S -2.71519 -8.88661 3.52854
O -2.20352 -9.17689 2.21340
O -2.29154 -9.64340 4.67826
C -2.50480 -7.13940 3.85105
H -3.90355 -5.48639 3.68264
H -3.74484 -6.45625 2.22225
H -5.08817 -7.29663 4.83443
H -5.86239 -7.16145 3.26195
H -4.90250 -9.56578 4.17895
H -4.80258 -9.15811 2.44904
H -1.59928 -6.78878 3.36193
H -2.42162 -7.01228 4.92994
C 2.18487 0.12525 -3.93172
C 2.56550 1.44285 -4.62101
C 2.14629 2.58397 -3.69056
S 2.20845 1.92260 -2.02335
O 0.87623 1.87435 -1.47469
O 3.29619 2.53300 -1.29870
C 2.66979 0.25670 -2.49160
H 2.63469 -0.73449 -4.42548
H 1.10068 -0.00558 -3.94965
H 3.64500 1.47444 -4.77756
H 2.09315 1.54458 -5.59467
H 2.81748 3.42979 -3.75808
H 1.12429 2.90498 -3.88267
H 2.20925 -0.45253 -1.80679
H 3.75524 0.18675 -2.43126
C 5.25215 6.54146 -5.05411
C 5.31711 7.02389 -6.50983
C 4.35087 6.15471 -7.32562
S 3.06822 5.62883 -6.18298
O 3.14865 4.19465 -6.02755
O 1.82435 6.26899 -6.51786
C 3.76854 6.40140 -4.72773
H 5.74440 7.23491 -4.37487
H 5.74679 5.57218 -4.96209
H 5.00546 8.06860 -6.56127
H 6.32778 6.96448 -6.90967
H 3.88787 6.70287 -8.14146
H 4.83699 5.26024 -7.70976
H 3.56958 5.78300 -3.85520
H 3.29194 7.37396 -4.61332
*
```

=====

[5]
The following is a DFT calculation (the ωB97M-V functional and the def2-TZVPD basis) of C3H3BrCl2 in the gas phase.

Summary:
Highest occupied orbital energy (spin up / spin down) (eV): -8.195 / -8.193
Electronic energy (Ha): -3610.3767
Energy relative to the best compared isomer or geometry (same formula, charge and spin) (kcal per mole): 59.79
HOMO-LUMO gap (spin up / spin down) (eV): 8.1 / 7.8

Structure (ORCA input):
```
! wB97M-V def2-TZVPD RIJCOSX def2/J DEFGRID3
* xyz 0 1
C -0.27199 0.26059 -0.41676
C -0.16746 -0.15231 1.05308
C 0.35305 1.72367 -0.49634
Cl -1.17506 0.67542 2.07341
Cl -0.62695 2.85416 0.28822
Br 2.18262 1.97242 -0.33610
H 0.13239 -0.54103 -1.15515
H -1.30315 0.55454 -0.70904
H 0.77672 -0.56158 1.52760
*
```